{"formula": "C21H24ClGe2HgN5", "method": "wB97M-V/def2-TZVPD", "e_above_lowest_kj_mol": 0.0, "orbital_gap_ha": 0.3172, "species": ["Hg", "N", "C", "N", "C", "N", "C", "C", "N", "C", "C", "N", "H", "H", "H", "H", "H", "C", "Ge", "C", "C", "Ge", "C", "C", "C", "C", "C", "C", "C", "C", "C", "C", "C", "C", "H", "H", "H", "H", "H", "H", "H", "H", "H", "H", "H", "H", "H", "H", "H", "H", "H", "H", "H", "Cl"], "xyz": [[1.77925, -1.77802, 0.90483], [5.64361, 0.12856, -1.13780], [4.80712, -0.72088, -0.53323], [3.69708, -0.09260, -0.21323], [3.91729, 1.17790, -0.65617], [5.09277, 1.35255, -1.22504], [2.96264, 2.29251, -0.52154], [3.18987, 3.49151, -1.19788], [2.35465, 4.51585, -1.10539], [1.28834, 4.33597, -0.33167], [1.05811, 3.14378, 0.33762], [1.89337, 2.11365, 0.24597], [6.57029, -0.03581, -1.49097], [5.02540, -1.75654, -0.32683], [4.06429, 3.60877, -1.82483], [0.59516, 5.16401, -0.24381], [0.18136, 3.01570, 0.95880], [0.15807, -2.09324, -2.94387], [-0.75239, -0.62411, -2.01287], [0.06978, 1.04150, -2.62679], [-2.65130, -0.61884, -2.49836], [-0.50855, -0.97346, 0.38278], [-1.77440, -2.37779, 0.92534], [-2.35869, -2.33950, 2.19125], [-3.24479, -3.32774, 2.59737], [-3.56342, -4.37205, 1.74112], [-2.99327, -4.42291, 0.47731], [-2.10747, -3.43223, 0.07673], [-0.97115, 0.56900, 1.49271], [-0.23225, 0.94037, 2.61317], [-0.62250, 2.01552, 3.40128], [-1.75828, 2.74232, 3.07208], [-2.50644, 2.38519, 1.95794], [-2.11585, 1.30365, 1.17951], [0.07191, -1.94848, -4.02222], [-0.26608, -3.06583, -2.69659], [1.21790, -2.10799, -2.68510], [-0.05250, 1.12695, -3.70780], [1.13392, 1.05090, -2.39593], [-0.39489, 1.90734, -2.15447], [-2.74831, -0.60392, -3.58509], [-3.14876, 0.26431, -2.09688], [-3.15600, -1.50457, -2.11304], [-2.12529, -1.52554, 2.86888], [-3.68767, -3.28246, 3.58447], [-4.25419, -5.14325, 2.05703], [-3.23868, -5.23413, -0.19660], [-1.67013, -3.48956, -0.91407], [0.66761, 0.39422, 2.87234], [-0.03601, 2.28928, 4.26924], [-2.06145, 3.58302, 3.68291], [-3.39583, 2.94611, 1.69951], [-2.71682, 1.02826, 0.31885], [3.67357, -3.05726, 1.54906]]}